# 1
DFT (ωB97M-V with the def2-TZVPD basis set) results for C5H11N3O as an isolated structure at a distorted geometry.

The max |F| comes out at 0.0240 hartree/bohr. The HOMO energy comes out at -9.1 eV. The molar mass comes out at 129.16 g/mol. The energy above the lowest of the compared OMol25 structures with the same formula, charge and spin is 102.4 kJ/mol. The calculation puts the LUMO energy at 0.79 eV.

Last column: natural (NBO) charge in e.
Atoms and positions in Å:
C 0.78156 1.54613 0.96062  -0.6283
C -1.60342 1.01582 0.39016  -0.6231
C 0.41431 -0.40116 -1.49160  0.4956
C 0.20621 -0.87311 -0.07232  0.2132
C -0.14470 0.73293 0.07499  0.0928
N -0.79994 -1.88080 0.08172  -0.8313
N 1.33954 -1.27623 0.71788  -0.8336
O 0.72336 -1.09197 -2.58277  -0.6535
N 0.17558 0.85441 -1.36342  -0.4941
H 0.73138 -0.49227 -3.34312  0.4953
H -1.00078 -2.02704 1.06369  0.3719
H -1.65129 -1.65096 -0.41391  0.3697
H 1.52923 -2.25842 0.54836  0.3748
H 2.16189 -0.73266 0.48946  0.3686
H 0.77042 1.14498 1.97171  0.2224
H 1.80012 1.51845 0.58174  0.2082
H -1.83120 0.71843 1.41235  0.2124
H -2.26288 0.48673 -0.29533  0.2040
H -1.79642 2.08195 0.28552  0.2193
H 0.45703 2.58479 0.98427  0.2160

=====

# 2
DFT (ωB97M-V with the def2-TZVPD basis set) results for C25H49EuNO2SSi2 as an isolated structure at a distorted geometry.

The max |F| comes out at 0.0922 hartree/bohr. The HOMO energy (spin up / spin down) comes out at -4.5 / -5.1 eV. The molar mass comes out at 635.88 g/mol. The energy above the lowest of the compared OMol25 structures with the same formula, charge and spin is 114.9 kJ/mol. As for the multiplicity: 8. The calculation puts the LUMO energy (spin up / spin down) at -0.06 / -0.06 eV.

Last column: Löwdin charge in e.
Atoms and positions in Å:
O 2.54140 0.79737 0.77788  -0.2431
O 3.32142 0.56090 -1.43449  -0.1074
C 2.29308 1.97521 1.61549  -0.2047
C 1.23758 1.75431 2.66581  -0.0650
H 1.99077 2.73634 0.89097  0.1105
H 3.23229 2.27328 2.09590  0.1115
H 0.32797 1.23579 2.34199  0.0630
H 0.94294 2.74112 3.02766  0.0909
H 1.63551 1.23544 3.54358  0.0818
C 2.80111 -0.40938 1.55088  -0.2173
C 4.25362 -0.32506 1.94332  -0.0562
H 2.51980 -1.22999 0.86925  0.1187
H 2.14194 -0.44017 2.43000  0.1165
H 4.84554 -0.12646 1.04211  0.0644
H 4.54787 -1.25498 2.44237  0.0913
H 4.37670 0.51858 2.64014  0.0850
C 3.50324 -0.57856 -2.39515  -0.1201
C 3.84600 1.88446 -1.86111  -0.1421
C 3.44454 -1.87447 -1.64714  -0.0466
H 4.46190 -0.40881 -2.89882  0.1291
H 2.67352 -0.47885 -3.10759  0.1067
H 4.12023 -1.93897 -0.78779  0.0881
H 3.76939 -2.67124 -2.32045  0.0959
H 2.41050 -2.08762 -1.36354  0.0687
C 5.23620 1.92087 -1.29019  -0.0466
H 3.16554 2.64841 -1.44664  0.1324
H 3.79526 1.93344 -2.94693  0.1260
H 5.21134 1.82079 -0.19227  0.0836
H 5.76856 2.84098 -1.53905  0.0930
H 5.81002 1.08013 -1.71500  0.0921
H 3.39939 0.51432 -0.41963  0.0959
Eu -2.14381 -0.71145 -0.18203  1.3297
C -0.27712 0.12498 -0.97936  -0.4924
Si -0.48772 1.35490 -2.31252  0.3323
H 0.42928 -0.69766 -1.24299  -0.0336
H 0.15531 0.61444 -0.06563  -0.0167
C -0.24532 3.05179 -1.56470  -0.1757
C -2.21463 0.93917 -2.96675  -0.2222
C 0.69338 1.14791 -3.75022  -0.1932
C -3.28102 1.59731 0.26910  -0.3993
Si -4.90588 0.76831 0.58429  0.3150
H -3.25731 2.47058 -0.39648  -0.0529
H -2.64785 1.83107 1.14042  -0.0582
C -6.14426 1.42227 -0.66857  -0.2012
C -5.50387 1.09353 2.33450  -0.2059
C -4.88897 -1.13683 0.41117  -0.2664
H 0.17941 1.62302 -4.60195  0.0295
H 0.86895 0.08195 -3.96917  0.0234
H 1.64674 1.65666 -3.53956  0.0025
H -1.02457 3.26289 -0.81843  0.0247
H -0.29976 3.78194 -2.38536  0.0249
H 0.75039 3.10714 -1.08924  0.0019
H -3.00513 1.21012 -2.24497  -0.0100
H -2.27429 -0.14223 -3.19677  0.0230
H -2.34922 1.49286 -3.90385  0.0178
H -5.40165 2.15698 2.58629  0.0262
H -4.93418 0.51639 3.07555  0.0119
H -6.56294 0.82526 2.44583  0.0170
H -4.21212 -1.66459 1.11033  0.0038
H -4.69031 -1.49608 -0.61632  0.0078
H -5.89900 -1.49104 0.66570  0.0341
H -7.16746 1.39638 -0.27064  0.0193
H -6.13428 0.83299 -1.59538  0.0199
H -5.91096 2.46341 -0.92612  0.0244
S -1.68292 -2.68953 3.87156  0.9419
C -2.16251 -1.09603 4.29422  -0.4267
C -1.92709 -0.18847 3.25126  -0.2394
C -1.36852 -0.83652 2.12575  -0.3357
C -1.23879 -2.19591 2.23656  -0.5708
C -0.72715 -3.15097 1.24862  -0.2932
C -0.08358 -4.34300 1.61791  -0.0441
C 0.49518 -5.15261 0.65534  -0.0743
C 0.44018 -4.77494 -0.69798  -0.0832
C -0.24583 -3.59442 -1.02533  -0.1476
N -0.86220 -2.84985 -0.08203  -0.0216
H -2.53787 -0.86710 5.29363  0.0569
H -2.14471 0.87938 3.28841  0.0835
H -0.02982 -4.59326 2.67735  0.0940
H 0.99605 -6.07253 0.94181  0.1033
H 0.90810 -5.36247 -1.48148  0.0920
H -0.31353 -3.24332 -2.06329  0.1077

=====

> Among the records above, which one has the lowest max |F|?

C5H11N3O